Entry 1:
{"formula": "C3H6LiNiO5", "method": "ωB97M-V/def2-TZVPD", "species": ["H", "C", "C", "O", "Li", "O", "H", "H", "H", "C", "O", "O", "H", "Ni", "O", "H"], "coordinates": [[-3.033, -1.115, 0.294], [-2.394, -0.418, -0.288], [-1.093, -0.271, 0.486], [-0.039, -1.066, -0.009], [-3.691, 2.176, -0.019], [-2.844, 0.831, -0.664], [-2.219, -1.014, -1.210], [-1.187, -0.356, 1.578], [-0.941, 0.814, 0.591], [1.383, -0.345, -0.055], [1.747, 0.612, 0.734], [2.258, -1.402, -0.233], [2.311, -1.870, 0.607], [1.225, 2.081, -0.666], [1.173, 0.219, -1.345], [0.348, -0.433, -1.676]], "lowdin_spin": [0.00, 0.00, 0.01, 0.01, 0.02, 0.01, 0.00, 0.00, 0.01, 0.03, 0.17, 0.01, 0.00, 2.56, 0.16, 0.00], "de_lowest_kj_mol": 146.3, "orbital_gap_ev": [6.34, 6.99], "spin_multiplicity": 4, "e_homo_ev": [-7.273, -8.375]}

***

Entry 2:
{"formula": "C3H6MgNO2S3Sb", "method": "ωB97M-V/def2-TZVPD", "species": ["Mg", "N", "C", "C", "C", "O", "O", "H", "H", "H", "H", "H", "H", "S", "Sb", "S", "S"], "coordinates": [[0.055, 1.103, 0.786], [-1.041, -0.739, 0.004], [-0.132, -1.721, -0.565], [0.784, -1.071, -1.596], [1.925, -0.303, -0.885], [3.078, -0.611, -1.118], [1.535, 0.599, -0.083], [-1.589, -1.149, 0.757], [-1.682, -0.394, -0.709], [-0.682, -2.556, -1.034], [0.477, -2.122, 0.251], [0.215, -0.353, -2.189], [1.229, -1.818, -2.254], [0.026, 4.491, 2.809], [-1.802, 3.041, 2.573], [-0.702, 0.933, 3.074], [-1.693, 2.668, 0.179]], "lowdin_spin": [0.01, 0.00, 0.00, 0.00, 0.00, 0.00, 0.00, 0.00, 0.00, 0.00, 0.00, 0.00, 0.00, 0.78, 0.09, 0.05, 0.06], "orbital_gap_ev": [7.70, 5.60], "spin_multiplicity": 2, "charge": -1, "e_homo_ev": [-4.787, -4.723]}

***

Entry 3:
{"formula": "C3H6N", "method": "ωB97M-V/def2-TZVPD", "species": ["C", "C", "C", "N", "H", "H", "H", "H", "H", "H"], "coordinates": [[0.340, 1.210, 0.849], [-0.305, 0.405, -0.094], [-0.026, -1.765, -0.922], [-0.230, -0.833, -0.113], [1.073, 0.656, 1.298], [-0.959, 0.786, -0.881], [0.298, 2.204, 0.664], [-0.375, 1.476, 1.477], [0.765, -1.334, -1.457], [-0.581, -2.805, -0.821]], "mulliken_charge": [-1.12, 0.18, -0.13, -0.06, 0.35, 0.40, 0.40, 0.39, 0.32, 0.29], "smiles": "C=[N+]=CC", "de_lowest_kj_mol": 236.5, "orbital_gap_ev": 11.29, "charge": 1, "e_homo_ev": -16.936}

***

Entry 4:
{"formula": "C3H6N", "method": "ωB97M-V/def2-TZVPD", "species": ["C", "C", "C", "N", "H", "H", "H", "H", "H", "H"], "coordinates": [[0.749, 0.527, -1.324], [0.024, 1.412, -0.652], [0.607, 0.277, 0.082], [-0.535, -0.742, 0.564], [0.974, 0.089, -2.298], [-0.063, 2.420, -0.610], [1.393, 0.189, 0.905], [-0.385, -1.047, 1.529], [-0.349, -1.453, -0.124], [-1.337, -0.107, 0.605]], "mulliken_charge": [-0.09, -0.42, -0.26, -0.36, 0.38, 0.37, 0.34, 0.34, 0.35, 0.36], "smiles": "[NH3+]C1C=C1", "de_lowest_kj_mol": 186.1, "orbital_gap_ev": 11.62, "charge": 1, "e_homo_ev": -15.726}

***

Entry 5:
{"formula": "C3H6N10", "method": "ωB97M-V/def2-TZVPD", "species": ["C", "C", "C", "N", "N", "N", "N", "N", "N", "N", "N", "N", "N", "H", "H", "H", "H", "H", "H"], "coordinates": [[1.157, -0.538, 0.390], [-0.201, -0.792, 0.762], [-1.021, 0.737, 0.024], [3.134, 0.341, 0.137], [2.002, 0.320, 0.954], [1.813, -1.027, -0.685], [3.019, -0.455, -0.814], [-0.745, -1.756, -0.063], [-2.303, 0.303, -0.189], [-2.021, -1.832, 0.055], [-2.784, -0.839, 0.014], [-0.801, 1.752, 0.846], [-0.206, 0.834, -1.160], [-0.498, -0.632, 1.755], [0.154, 1.882, 1.049], [-1.292, 1.849, 1.703], [1.413, -1.643, -1.352], [-0.525, 1.533, -1.796], [-0.295, -0.036, -1.630]], "mulliken_charge": [0.62, -0.04, 0.36, -0.34, -0.43, 0.27, -0.52, -0.06, -0.24, -0.40, -0.31, -0.49, -0.45, 0.62, 0.30, 0.26, 0.31, 0.32, 0.22], "smiles": "NC1(N)N=NN=N[C@H]1c1nnn[nH]1", "de_lowest_kj_mol": 350.9, "orbital_gap_ev": [7.06, 7.06], "e_homo_ev": [-9.084, -9.083]}

***

Entry 6:
{"formula": "C3H6N2", "method": "ωB97M-V/def2-TZVPD", "species": ["C", "C", "C", "H", "H", "H", "H", "H", "H", "N", "N"], "coordinates": [[-0.768, -0.255, 0.175], [1.041, 0.810, 0.130], [1.475, -0.610, 0.146], [-2.685, 0.069, 0.773], [-0.512, -0.041, 1.304], [1.375, 1.566, -0.588], [0.531, 1.316, 1.017], [1.208, -1.157, 1.069], [2.265, -0.853, -0.769], [-2.066, 0.003, -0.220], [0.256, -0.085, -0.568]], "mulliken_charge": [0.03, -0.43, -0.05, 0.25, 0.17, 0.21, 0.23, 0.25, 0.21, -0.61, -0.27], "smiles": "[H]/N=C/N1CC1", "de_lowest_kj_mol": 445.8, "orbital_gap_ev": 10.78, "e_homo_ev": -9.802}

***

Entry 7:
{"formula": "C3H6N2", "method": "ωB97M-V/def2-TZVPD", "species": ["C", "N", "C", "C", "N", "H", "H", "H", "H", "H", "H"], "coordinates": [[0.102, 1.402, 1.081], [0.143, -0.046, 0.929], [-0.472, -1.468, -1.862], [0.391, -1.009, -0.989], [1.084, -0.519, -0.082], [1.041, 1.950, 1.267], [-0.533, 1.485, 1.966], [-0.424, 1.865, 0.236], [0.470, -0.462, 1.793], [-1.081, -2.334, -1.609], [-0.720, -0.864, -2.729]], "mulliken_charge": [-0.71, -0.20, -0.77, 0.63, -0.49, 0.27, 0.30, 0.26, 0.24, 0.24, 0.24], "smiles": "C=C=NNC", "de_lowest_kj_mol": 301.3, "orbital_gap_ev": 10.08, "e_homo_ev": -8.964}

***

Entry 8:
{"formula": "C3H6N2", "method": "ωB97M-V/def2-TZVPD", "species": ["C", "C", "N", "C", "N", "H", "H", "H", "H", "H", "H"], "coordinates": [[1.367, -0.130, -0.057], [-0.033, 0.116, -0.470], [-0.808, -0.857, 0.543], [-0.596, 1.459, -0.291], [-0.999, 2.535, -0.145], [1.814, 0.695, 0.500], [0.228, -1.197, 0.799], [2.007, -0.468, -0.871], [-0.300, -0.257, -1.463], [-1.456, -1.541, 0.143], [-1.254, -0.371, 1.326]], "mulliken_charge": [-1.09, 0.21, -0.62, 0.09, -0.40, 0.25, 0.44, 0.19, 0.24, 0.34, 0.35], "de_lowest_kj_mol": 345.7, "orbital_gap_ev": 7.91, "e_homo_ev": -7.486}

***

In the order shown, the computed electronic energy values come out to -54689.67921; -53288.35468; -4687.66540; -4688.18806; -18102.58043; -6183.92429; -6185.42263; -6184.96153 eV.
In the order shown, the computed M values come out to 187.710; 330.352; 56.088; 56.088; 182.151; 70.095; 70.095; 70.095 g/mol.